{
  "formula": "C23H26ClN3O9S2",
  "method": "ωB97M-V/def2-TZVPD",
  "elements": ["Cl", "S", "S", "O", "O", "O", "O", "O", "O", "O", "O", "O", "N", "N", "N", "C", "C", "C", "C", "C", "C", "C", "C", "C", "C", "C", "C", "C", "C", "C", "C", "C", "C", "C", "C", "C", "C", "C", "H", "H", "H", "H", "H", "H", "H", "H", "H", "H", "H", "H", "H", "H", "H", "H", "H", "H", "H", "H", "H", "H", "H", "H", "H", "H"],
  "coordinates": [[0.24323, 1.67684, 0.54286], [-5.97728, 0.92512, -0.48818], [4.38432, 1.65673, 0.80847], [1.71146, -4.13422, -0.05859], [-6.21120, 0.90167, -1.91232], [3.82976, -4.08326, 1.56018], [5.07011, 2.10103, 1.97185], [-6.65234, 2.28708, 0.30581], [3.02606, 2.05389, 0.64698], [-2.42720, -2.35133, -1.22044], [1.07358, -2.03420, -0.80460], [6.37483, 0.35047, -2.38599], [-0.97452, -0.53349, -0.66703], [-6.35378, -0.34562, 0.58987], [5.10991, 2.17538, -0.65216], [-7.85551, -2.07832, 0.24672], [-6.45877, -1.67600, -0.28723], [-3.37742, 0.09215, -0.63949], [-1.97622, 0.34262, -0.30594], [4.91818, -1.99568, 1.88408], [-4.29100, 1.20890, -0.04140], [3.04500, -1.92253, 0.49614], [-1.57604, 1.56795, 0.21573], [3.12530, -0.72855, 0.18798], [-0.10410, -2.56220, -1.44508], [-8.50439, -0.87142, 0.95071], [-2.39633, 2.58406, 0.57561], [5.08494, -0.71004, 1.70127], [6.48888, 1.81617, -0.61302], [-3.83159, 2.31151, 0.66890], [4.92602, 0.57782, -2.49545], [4.06848, -2.91315, 1.34210], [-1.23577, -1.87874, -1.10499], [-7.21308, -0.24306, 1.49297], [6.99247, 0.47116, -1.08041], [4.33193, 1.93737, -1.78558], [4.13496, -0.04711, 1.22731], [1.86588, -2.99037, -0.17640], [-0.13010, -0.40985, -0.40300], [2.40011, -0.16721, -0.24230], [5.77981, -0.12979, 2.09767], [4.81766, 2.68014, -2.40657], [-6.91130, -0.98628, 2.37953], [3.41055, 1.96124, -1.73729], [-5.69369, -2.25418, -0.11105], [-3.89265, -0.64432, -0.84462], [-6.42370, -1.11255, -1.45400], [3.07486, -4.56582, 0.90200], [-7.45222, 0.93487, 1.73000], [-0.13765, -2.75497, -2.37640], [7.99674, 0.55518, -1.12779], [-0.26977, -3.71817, -1.14113], [6.67334, -0.30780, -0.27578], [-7.75547, -2.86811, 0.95674], [-9.26784, -1.28604, 1.81803], [6.76392, 1.93067, 0.54617], [-4.53390, 3.31041, 0.69646], [4.55054, -0.37376, -1.94650], [-8.47169, -2.48372, -0.79741], [7.00324, 2.79079, -1.08846], [-2.02553, 3.65168, 1.16994], [-9.01248, -0.14364, -0.03754], [4.75276, 0.51548, -3.57794], [5.71856, -2.82597, 2.37184]],
  "forces_ev_per_a": [[-1.863, 0.457, -0.364], [-3.137, 8.345, 6.127], [-2.262, -0.291, 1.097], [-0.517, -3.322, -0.023], [0.351, -1.300, 0.677], [-2.474, -7.571, -0.785], [1.725, 1.209, 0.210], [2.127, -5.490, -3.267], [-1.255, 1.140, -0.785], [4.568, 1.600, 0.161], [-0.605, -2.550, -1.171], [0.269, 0.123, -0.169], [-7.827, -4.520, -2.925], [8.726, -1.216, -10.190], [-1.049, -1.954, 5.216], [-1.689, -1.360, -4.445], [-5.150, 7.286, -2.118], [4.681, 11.961, 6.236], [-3.074, -1.349, -1.884], [4.337, -11.298, 2.771], [3.027, -2.891, -1.952], [-1.309, -14.344, 0.554], [2.400, 0.476, 0.775], [3.794, 6.197, 4.491], [2.804, -5.130, 6.541], [-2.452, -0.137, -1.597], [-1.368, 2.360, 3.532], [1.212, -1.107, 1.672], [3.332, 3.754, 2.589], [-0.293, 3.288, -3.055], [-0.052, -1.732, 2.153], [-3.197, 11.775, -3.315], [-8.106, 3.636, 1.956], [-7.862, 2.148, 8.264], [-5.920, 0.596, 0.450], [11.795, -2.378, -4.286], [-5.783, 3.546, -9.088], [2.406, 8.509, 0.664], [7.004, 1.582, 2.190], [-1.708, 1.650, -1.621], [3.759, 1.800, 2.050], [-0.976, 0.633, -1.064], [-0.495, 2.033, -0.974], [-8.893, 0.452, 0.844], [3.992, -3.236, 0.890], [-3.791, -7.646, -2.772], [-0.298, -2.765, 3.160], [2.238, 2.175, 2.015], [1.034, -2.977, 0.058], [1.047, -0.352, -7.308], [3.288, -0.293, -0.702], [0.350, 2.495, 0.068], [0.415, 0.755, -1.749], [0.034, -0.875, 0.272], [1.614, 1.524, -2.503], [-0.290, -0.088, -2.489], [1.530, -3.089, 0.642], [-0.255, 1.548, -1.030], [1.391, 0.894, 3.374], [-0.447, -2.537, 0.532], [-0.792, -3.477, -2.198], [1.230, -1.931, 3.502], [-0.194, 0.138, 0.483], [-1.097, 3.122, -0.387]],
  "lowdin_charge": [0.72, 0.86, 0.68, 0.16, -0.29, 0.13, -0.27, -0.45, -0.38, 0.05, 0.00, -0.16, 0.14, -0.29, -0.22, -0.23, -0.08, 0.11, -0.21, -0.04, -0.25, 0.02, -0.49, -0.01, -0.09, -0.19, -0.10, -0.18, -0.23, -0.07, -0.08, -0.32, -0.33, -0.41, -0.15, -0.12, -0.20, -0.31, -0.02, 0.06, 0.09, 0.14, 0.17, 0.03, 0.04, -0.02, 0.17, 0.22, 0.18, 0.09, 0.08, 0.21, 0.14, 0.08, 0.15, 0.15, 0.17, 0.13, 0.17, 0.18, 0.19, 0.19, 0.12, 0.19],
  "smiles": "O=C(COC(=O)c1cc(S(=O)(=O)N2CCOCC2)ccc1O)Nc1cc(S(=O)(=O)N2CCCC2)ccc1Cl",
  "total_energy_ha": -2989.3121,
  "lumo_energy_ev": 0.025,
  "e_above_lowest_ev": 20.356,
  "spin_multiplicity": 1,
  "largest_force_ev_per_a": 14.4
}

***

{
  "formula": "C23H26N2O3",
  "method": "ωB97M-V/def2-TZVPD",
  "elements": ["O", "O", "O", "N", "N", "C", "C", "C", "C", "C", "C", "C", "C", "C", "C", "C", "C", "C", "C", "C", "C", "C", "C", "C", "C", "C", "C", "C", "H", "H", "H", "H", "H", "H", "H", "H", "H", "H", "H", "H", "H", "H", "H", "H", "H", "H", "H", "H", "H", "H", "H", "H", "H", "H"],
  "coordinates": [[2.19148, -1.58782, 2.16178], [-0.11167, -5.63441, -2.15961], [-2.81236, 0.06864, -2.21447], [-0.79576, 1.03525, 1.72602], [-1.68120, 0.12567, -0.15857], [1.79063, 1.30531, 4.98576], [1.18485, -2.57773, -0.53035], [-0.15141, 1.30529, -3.12266], [1.00058, 0.34674, 2.78287], [-0.73698, 0.14278, 0.88933], [1.18255, -0.90947, 2.17866], [0.21460, 4.50528, -0.92750], [-0.14906, 0.28768, -2.23447], [-1.88084, 2.25120, 1.55689], [1.15769, -5.98159, -3.01463], [1.80600, 0.22046, 4.13213], [0.53020, 2.25932, 4.95657], [-0.41042, 2.52061, -2.47721], [1.28561, -3.58990, -1.39142], [0.12450, -2.19918, 0.18347], [0.07669, -0.90578, 0.91305], [-0.15241, 1.24941, 2.83355], [0.07693, -4.42584, -1.46790], [-1.71465, 0.12817, -1.53096], [0.55424, 3.01769, -1.49320], [-1.25026, -2.74392, -0.02683], [-0.30400, 2.23314, 3.69586], [-1.24424, -3.94639, -0.90746], [0.87925, 4.82095, -0.21864], [-2.23153, -2.47722, 0.64302], [-2.81353, 0.16399, 0.17536], [0.41389, -6.93067, -3.39056], [0.81503, 1.25174, -3.65274], [0.81277, 2.91088, 5.71975], [-1.13378, 2.90341, 3.89653], [-2.24992, -4.54403, -1.07181], [-2.01881, 2.30930, 0.42788], [1.39602, -5.27990, -3.62744], [1.62283, 3.03774, -1.81637], [2.51980, -0.36684, 3.98410], [-0.34436, 3.37945, -3.22386], [2.35548, 1.22125, 5.84144], [-0.97387, 1.11843, -3.96282], [0.51183, 2.52327, -0.39303], [0.50508, 5.09130, -1.84147], [0.57123, 0.40115, -1.14785], [2.06368, -3.89785, -1.86449], [-0.65051, 4.61839, -0.52081], [-2.78071, 2.23960, 2.29918], [-1.55036, 2.65242, -2.18109], [2.09591, -1.89441, -0.50487], [-0.05168, -0.64007, -2.61244], [-1.28123, 3.14521, 1.75431], [1.73618, -6.25806, -2.05000]],
  "forces_ev_per_a": [[-0.642, -0.619, 0.812], [2.176, 3.088, -0.245], [4.487, 0.274, 3.107], [-7.404, 11.037, 3.401], [-6.569, 0.868, -0.069], [-5.662, -0.081, -1.707], [3.861, 3.007, 0.098], [-0.414, 0.414, -6.750], [1.259, 0.484, 9.182], [-0.087, -7.074, -6.884], [-1.887, 1.272, -6.679], [5.465, -2.160, -6.560], [-2.302, -3.049, 9.643], [1.029, -0.845, -1.370], [-6.568, -8.176, 7.421], [-6.507, 8.415, -3.383], [3.971, -4.443, -5.109], [-2.889, 6.380, -0.700], [-8.190, -3.219, 1.562], [-6.628, 2.301, 0.360], [4.769, -3.162, 3.943], [5.680, -5.585, -2.213], [-2.879, 1.088, -0.003], [-0.264, 0.246, -2.655], [0.522, 1.202, 6.259], [1.412, -3.616, -0.621], [1.329, 3.477, 8.855], [0.646, 1.128, 1.482], [2.202, 0.352, 1.934], [2.792, -0.428, -2.046], [4.061, -0.286, -0.977], [3.577, 2.164, -0.038], [-0.150, 0.588, -0.089], [-1.416, 1.967, 0.992], [-0.138, -0.193, -1.105], [2.518, 1.156, 0.164], [-0.780, -0.242, 1.765], [1.695, 4.299, -3.866], [-0.900, -0.299, 0.077], [5.964, -5.471, -0.160], [-0.301, -0.911, 0.227], [1.338, 0.523, 1.949], [1.606, 0.253, 1.605], [0.383, -0.097, -2.599], [-1.242, 0.389, 0.931], [-1.796, -0.260, -3.713], [5.077, -1.441, -2.818], [-5.943, 0.657, 1.666], [1.595, -0.514, -1.752], [2.243, -0.600, -0.008], [-1.211, -0.901, 0.383], [0.929, -3.303, -1.231], [-0.189, -0.236, 0.227], [0.374, 0.185, -2.698]],
  "lowdin_charge": [0.06, -0.19, -0.03, 0.01, 0.10, -0.03, -0.11, -0.34, 0.02, -0.38, -0.31, -0.07, -0.12, 0.07, 0.03, 0.05, 0.07, -0.31, -0.01, -0.21, 0.00, -0.25, -0.20, -0.34, -0.24, 0.01, -0.04, 0.01, 0.03, 0.16, 0.24, 0.17, 0.14, 0.06, 0.10, 0.13, 0.09, 0.00, 0.13, 0.01, 0.14, 0.06, 0.18, 0.13, 0.09, 0.19, 0.03, -0.01, 0.13, 0.17, 0.16, 0.07, 0.06, 0.12],
  "smiles": "CCCCCC(=O)Nc1c(-c2ccc(OC)cc2)c(=O)c2ccccc2n1C",
  "total_energy_ha": -1226.7276,
  "lumo_energy_ev": -0.567,
  "e_above_lowest_ev": 17.480,
  "spin_multiplicity": 1,
  "largest_force_ev_per_a": 13.7
}

***

{
  "formula": "C23H26N2O5",
  "method": "ωB97M-V/def2-TZVPD",
  "elements": ["O", "O", "O", "O", "O", "N", "N", "C", "C", "C", "C", "C", "C", "C", "C", "C", "C", "C", "C", "C", "C", "C", "C", "C", "C", "C", "C", "C", "C", "C", "H", "H", "H", "H", "H", "H", "H", "H", "H", "H", "H", "H", "H", "H", "H", "H", "H", "H", "H", "H", "H", "H", "H", "H", "H", "H"],
  "coordinates": [[1.57160, -1.14072, 1.70797], [-2.09827, -1.15564, 0.53533], [-0.78724, 4.12386, 0.97089], [-0.82859, 2.48779, -0.57118], [-4.30992, 2.75243, -1.36709], [2.31204, 0.63160, 0.47382], [-3.03722, 1.02527, -0.57568], [4.30938, -1.52121, -1.76486], [-3.24639, 2.26657, -1.05709], [4.95003, 1.40093, 1.30173], [5.59351, -1.14130, -1.42066], [-5.33185, 0.16981, -0.45476], [5.79442, -0.19419, -0.43451], [3.20918, -0.94862, -1.14282], [0.36636, 0.97763, 1.70062], [3.42796, 0.01885, -0.16053], [-1.94895, 3.07585, -1.22221], [-1.39161, -3.39570, -0.15420], [-5.69741, -1.99926, 0.49294], [4.71769, 0.39527, 0.21442], [1.81882, -1.37913, -1.49386], [-1.46682, -2.35552, 0.95787], [-4.33572, -2.14581, 0.71140], [1.89279, 1.96338, 0.09702], [-3.97019, 0.03572, -0.24012], [-3.45752, -1.13737, 0.34920], [1.47430, 0.00293, 1.32073], [-6.19465, -0.84983, -0.08838], [-0.34918, 3.10092, 0.52441], [0.80834, 2.33057, 1.12560], [1.48538, 1.95446, -0.92190], [-2.12208, 4.08299, -0.82919], [4.15602, 1.35981, 2.04390], [0.23085, 0.99992, 2.78071], [-3.97571, -3.05118, 1.17302], [-0.89230, -2.97456, -1.02360], [2.73432, 2.65888, 0.12206], [-6.36471, -2.79648, 0.78340], [5.89953, 1.20696, 1.79452], [1.22990, 2.95491, 1.91700], [-2.38409, -3.72351, -0.45502], [-0.56302, 0.61408, 1.25842], [-5.70379, 1.07470, -0.90478], [1.16538, -0.52235, -1.65247], [-0.82518, -4.25435, 0.19443], [-2.07892, 0.75013, -0.39563], [1.82244, -1.99016, -2.39290], [4.98919, 2.41102, 0.89143], [6.44036, -1.59275, -1.91535], [-0.46023, -2.04879, 1.25463], [4.15522, -2.27215, -2.52565], [6.79825, 0.08838, -0.15334], [1.40858, -1.96705, -0.67323], [-1.97194, -2.76077, 1.84132], [-7.25399, -0.73949, -0.25898], [-1.71436, 3.14226, -2.28877]],
  "forces_ev_per_a": [[0.096, -0.289, 0.074], [-0.411, 0.348, -0.176], [-0.052, -0.003, -0.010], [0.042, -0.373, -0.294], [-0.143, 0.150, -0.100], [0.342, 0.212, -0.214], [0.464, -0.510, 0.250], [-0.028, 0.028, 0.007], [0.596, 0.217, 0.028], [-0.009, 0.002, -0.040], [0.041, -0.001, 0.012], [-0.003, 0.079, -0.036], [-0.024, 0.001, -0.032], [0.009, 0.064, 0.013], [0.022, -0.062, 0.013], [0.233, -0.260, -0.085], [-0.505, 0.496, -0.168], [-0.172, 0.337, 0.199], [-0.142, 0.045, -0.037], [-0.089, -0.021, 0.002], [0.026, -0.060, 0.052], [0.331, -0.469, 0.015], [0.274, -0.009, 0.059], [-0.045, 0.270, -0.306], [-0.093, -0.158, 0.035], [-0.123, 0.134, -0.070], [-0.465, 0.092, 0.419], [-0.001, -0.151, 0.075], [0.359, 0.245, 0.492], [-0.092, 0.057, -0.013], [0.099, 0.038, 0.108], [-0.031, -0.249, -0.114], [-0.004, 0.053, 0.082], [0.013, -0.057, -0.041], [0.093, -0.065, 0.018], [0.072, 0.016, -0.079], [-0.054, -0.032, 0.012], [-0.055, -0.069, 0.024], [0.040, 0.030, 0.051], [-0.093, -0.053, -0.153], [-0.031, -0.082, -0.053], [0.007, -0.040, 0.031], [0.007, 0.037, -0.021], [-0.107, 0.042, -0.034], [0.064, -0.124, 0.022], [-0.160, 0.189, -0.065], [-0.038, -0.010, -0.062], [-0.004, 0.092, 0.047], [0.078, -0.043, -0.043], [-0.192, -0.068, 0.029], [-0.037, -0.071, -0.078], [0.103, 0.029, 0.045], [-0.107, -0.034, 0.014], [0.024, 0.091, -0.034], [-0.098, 0.017, -0.018], [-0.029, -0.045, 0.150]],
  "lowdin_charge": [0.07, -0.08, 0.14, -0.01, 0.08, 0.00, 0.16, -0.04, -0.43, -0.03, -0.07, 0.00, -0.05, -0.19, 0.00, -0.13, -0.04, -0.05, -0.09, -0.19, -0.02, -0.22, -0.03, -0.06, -0.13, -0.20, -0.44, -0.09, -0.45, -0.15, 0.13, 0.14, 0.08, 0.14, 0.11, 0.07, 0.13, 0.10, 0.08, 0.16, 0.07, 0.11, 0.10, 0.08, 0.08, 0.13, 0.08, 0.08, 0.10, 0.10, 0.11, 0.11, 0.07, 0.12, 0.10, 0.15],
  "smiles": "CCOc1ccccc1NC(=O)COC(=O)[C@H]1CC(=O)N(c2c(C)cccc2C)C1",
  "total_energy_ha": -1377.8225,
  "lumo_energy_ev": 0.571,
  "e_above_lowest_ev": 0.909,
  "spin_multiplicity": 1,
  "largest_force_ev_per_a": 0.7
}